ORCA calculation (the ωB97M-V functional and the def2-TZVPD basis) on 8 unconnected molecules or ions with the total composition C44H68F9N7O3S.

As for the energy above the lowest of the compared OMol25 structures with the same formula, charge and spin: 0.0 kJ/mol. The calculation puts the HOMO energy at -0.3584 Eh. As for the SMILES: CCOCCC1=C(CCCCC(F)(F)C(F)(F)S(F)(F)(F)(F)F)C(=O)C=CC1=O.CCCC#N.CCCC#N.CCCC#N.CCCC#N.CCCC#N.CCCC#N.CCCC#N. The frontier orbital gap comes out at 8.8 eV.

Structure (ORCA input):
```
! wB97M-V def2-TZVPD RIJCOSX def2/J DEFGRID3
* xyz 0 1
C 9.714 -2.406 -3.096
C 9.667 -1.542 -4.377
O 9.837 -0.160 -4.147
C 8.734 0.437 -3.489
C 7.477 0.509 -4.368
C 6.307 1.288 -3.810
C 5.235 1.427 -4.570
C 5.104 0.911 -5.970
C 4.196 -0.339 -6.104
C 4.304 -1.349 -4.955
C 3.276 -2.497 -5.138
C 1.922 -2.223 -4.453
F 1.673 -0.918 -4.551
F 1.017 -2.928 -5.122
C 2.022 -2.725 -2.990
F 1.897 -4.031 -3.049
F 3.182 -2.506 -2.438
S 0.674 -2.084 -1.808
F 0.126 -3.555 -1.590
F -0.350 -1.854 -2.977
F 1.218 -0.604 -1.870
F 1.654 -2.342 -0.573
F -0.429 -1.597 -0.797
C 4.008 2.141 -4.082
O 3.061 2.272 -4.792
C 3.951 2.651 -2.689
C 5.019 2.524 -1.947
C 6.280 1.907 -2.462
O 7.223 1.980 -1.751
H 10.172 -3.364 -3.350
H 10.341 -1.954 -2.326
H 8.700 -2.582 -2.738
H 10.507 -1.850 -5.004
H 8.757 -1.796 -4.933
H 9.024 1.454 -3.224
H 8.523 -0.051 -2.531
H 7.767 0.866 -5.353
H 7.119 -0.513 -4.530
H 4.617 1.708 -6.540
H 6.051 0.725 -6.471
H 4.506 -0.857 -7.020
H 3.171 -0.025 -6.296
H 4.077 -0.851 -4.010
H 5.312 -1.762 -4.967
H 3.727 -3.424 -4.779
H 3.110 -2.624 -6.208
H 3.060 3.112 -2.283
H 5.017 2.910 -0.937
C 0.596 -0.985 2.519
C -0.618 -1.449 3.317
C -1.106 -0.411 4.331
C -0.125 -0.153 5.384
N 0.650 0.055 6.207
H 1.461 -0.819 3.165
H 0.872 -1.739 1.783
H 0.382 -0.055 1.986
H -0.378 -2.384 3.826
H -1.432 -1.665 2.628
H -2.029 -0.769 4.792
H -1.350 0.525 3.823
C -5.621 -0.714 5.214
C -5.646 -0.450 3.715
C -5.633 -1.730 2.877
C -4.392 -2.484 3.040
N -3.404 -3.058 3.166
H -4.701 -1.223 5.518
H -5.677 0.221 5.757
H -6.471 -1.330 5.517
H -4.794 0.180 3.446
H -6.547 0.113 3.472
H -5.752 -1.471 1.823
H -6.485 -2.359 3.145
C -6.597 4.641 7.530
C -5.977 4.573 6.138
C -6.928 4.006 5.081
C -7.265 2.608 5.333
N -7.514 1.502 5.516
H -6.849 3.647 7.903
H -5.896 5.091 8.234
H -7.505 5.247 7.525
H -5.066 3.973 6.177
H -5.682 5.581 5.835
H -6.454 4.080 4.100
H -7.839 4.607 5.040
C 10.180 4.341 -7.776
C 10.927 3.262 -7.000
C 10.866 1.888 -7.672
C 9.508 1.354 -7.719
N 8.441 0.931 -7.751
H 9.112 4.120 -7.840
H 10.289 5.306 -7.282
H 10.571 4.436 -8.791
H 10.522 3.198 -5.987
H 11.974 3.555 -6.905
H 11.497 1.189 -7.120
H 11.271 1.947 -8.685
C -8.503 -2.902 -1.627
C -8.437 -3.845 -0.430
C -9.406 -3.459 0.691
C -9.073 -2.168 1.292
N -8.813 -1.153 1.762
H -8.206 -1.888 -1.353
H -7.830 -3.243 -2.413
H -9.513 -2.863 -2.040
H -7.415 -3.872 -0.046
H -8.679 -4.856 -0.763
H -9.380 -4.225 1.470
H -10.429 -3.432 0.311
C -5.329 -5.521 6.128
C -6.576 -4.928 5.484
C -7.449 -4.149 6.472
C -8.017 -5.007 7.511
N -8.460 -5.680 8.330
H -5.586 -6.254 6.894
H -4.719 -6.024 5.378
H -4.719 -4.741 6.589
H -7.157 -5.729 5.020
H -6.270 -4.252 4.682
H -8.266 -3.671 5.927
H -6.864 -3.351 6.932
C -3.800 6.140 2.384
C -2.630 6.104 3.360
C -1.848 4.788 3.313
C -2.655 3.650 3.750
N -3.290 2.756 4.091
H -4.544 5.377 2.624
H -4.296 7.110 2.423
H -3.461 5.976 1.359
H -2.998 6.282 4.373
H -1.946 6.921 3.123
H -0.973 4.865 3.961
H -1.478 4.607 2.302
*
```



ORCA calculation (the ωB97M-V functional and the def2-TZVPD basis) on 4 unconnected molecules or ions with the total composition C4H16O3S.

As for the energy above the lowest of the compared OMol25 structures with the same formula, charge and spin: 255.2 kJ/mol. The calculation puts the HOMO energy at -0.3311 Eh. As for the SMILES: CCCSC.O.O.O. The frontier orbital gap comes out at 9.5 eV.

Structure (ORCA input):
```
! wB97M-V def2-TZVPD RIJCOSX def2/J DEFGRID3
* xyz 0 1
C -0.257 -2.315 -1.152
C -1.174 -1.512 -0.188
C -0.457 -0.247 0.333
S -1.174 1.391 0.136
C -0.002 2.047 -1.107
H 0.649 -2.719 -0.584
H -0.781 -3.198 -1.401
H 0.011 -1.891 -2.141
H -1.474 -2.165 0.672
H -2.088 -1.234 -0.737
H 0.481 -0.421 -0.421
H -0.009 -0.333 1.360
H -0.089 1.424 -1.982
H -0.527 2.965 -1.326
H 0.944 2.212 -0.696
O 2.825 -0.264 2.836
H 2.575 0.010 1.970
H 2.279 -0.561 3.354
O -0.649 0.031 -3.796
H -1.531 0.015 -3.458
H 0.060 -0.063 -3.155
O 0.305 2.222 4.110
H -0.545 1.846 4.001
H 0.626 2.760 3.370
*
```



ORCA calculation (the ωB97M-V functional and the def2-TZVPD basis) on 2 unconnected molecules or ions with the total composition C4H9O3.

As for the energy above the lowest of the compared OMol25 structures with the same formula, charge and spin: 333.9 kJ/mol. The calculation puts the HOMO energy at -0.0936 Eh. The frontier orbital gap comes out at 6.4 eV.

Structure (ORCA input):
```
! wB97M-V def2-TZVPD RIJCOSX def2/J DEFGRID3
* xyz -1 1
O 2.710 -0.743 -0.351
C 2.034 0.072 -0.926
C 0.878 0.835 -0.305
C -0.384 -0.043 -0.637
C -1.835 0.612 -0.171
O -2.089 1.795 -0.530
H 2.306 0.327 -1.918
H 0.655 1.833 -0.593
H 1.079 0.925 0.750
H -0.357 -0.188 -1.679
H -0.334 -0.942 -0.125
H -2.426 -0.178 -0.852
H -2.111 0.243 0.878
H -0.765 -1.586 2.452
H 0.605 -1.096 1.892
O 0.033 -1.864 2.115
*
```



ORCA calculation (the ωB97M-V functional and the def2-TZVPD basis) on a molecular structure, C14H18BN7O2Pt.

As for the energy above the lowest of the compared OMol25 structures with the same formula, charge and spin: 145.5 kJ/mol. The calculation puts the HOMO energy (spin up / spin down) at -0.8450 / -0.8387 Eh. The frontier orbital gap (spin up / spin down) comes out at 9.7 / 5.2 eV.

Structure (ORCA input):
```
! wB97M-V def2-TZVPD RIJCOSX def2/J DEFGRID3
* xyz 4 5
C 2.112 -0.717 1.872
N 1.221 -0.874 0.861
N 1.827 -1.366 -0.248
C 3.123 -1.535 0.040
C 3.333 -1.132 1.350
B 1.022 -1.600 -1.582
N -0.260 -2.441 -1.356
N -1.095 -2.147 -0.312
C -2.142 -3.026 -0.353
C -1.907 -3.922 -1.403
C -0.719 -3.527 -2.007
Pt -0.715 -0.432 0.772
N 0.655 -0.256 -2.267
N -0.165 0.651 -1.668
C -0.229 1.717 -2.486
C 0.545 1.478 -3.650
C 1.071 0.205 -3.475
H -0.773 2.625 -2.260
H 1.707 -0.420 -4.081
H 0.706 2.123 -4.490
H 1.741 -2.208 -2.301
H -0.141 -3.916 -2.833
H 3.723 -1.939 -0.752
H -2.495 -4.762 -1.717
H 4.256 -1.131 1.873
H -2.990 -3.033 0.328
H 1.821 -0.316 2.848
H -1.987 0.467 -0.136
C -2.643 0.110 0.792
H -3.352 -0.580 0.325
H -2.229 -0.393 1.715
H -2.966 1.099 1.147
O -0.001 0.677 3.766
C 0.108 1.569 2.915
C 0.394 3.052 3.113
C -0.503 3.714 2.066
C -0.677 2.659 0.978
O -1.300 2.819 -0.077
N -0.104 1.484 1.526
H 0.180 3.345 4.136
H 1.448 3.293 2.874
H -1.503 3.935 2.481
H -0.098 4.649 1.674
*
```



ORCA calculation (the ωB97M-V functional and the def2-TZVPD basis) on a gas-phase ion, CH4N (charge +1).

As for the energy above the lowest of the compared OMol25 structures with the same formula, charge and spin: 9.1 kJ/mol. The calculation puts the HOMO energy at -0.7543 Eh. As for the SMILES: C=[NH2+]. The frontier orbital gap comes out at 14.4 eV.

Structure (ORCA input):
```
! wB97M-V def2-TZVPD RIJCOSX def2/J DEFGRID3
* xyz 1 1
C -0.144 0.076 0.585
N 0.205 -0.090 -0.618
H 0.398 0.561 1.408
H -1.119 -0.287 0.901
H -0.450 -0.464 -1.308
H 1.110 0.203 -0.968
*
```



ORCA calculation (the ωB97M-V functional and the def2-TZVPD basis) on a single C5H4N2O molecule.

As for the energy above the lowest of the compared OMol25 structures with the same formula, charge and spin: 532.4 kJ/mol. The calculation puts the HOMO energy at -0.3370 Eh. As for the SMILES: C#CC1=NN=CCO1. The frontier orbital gap comes out at 8.6 eV.

Structure (ORCA input):
```
! wB97M-V def2-TZVPD RIJCOSX def2/J DEFGRID3
* xyz 0 1
C -1.421 0.831 -2.805
C -0.932 0.444 -1.736
C -0.548 0.131 -0.570
N -1.395 0.314 0.391
N -0.659 0.484 1.632
C 0.536 0.147 1.824
C 1.301 -0.692 0.704
O 0.677 -0.541 -0.613
H -2.233 0.973 -3.530
H 1.003 0.011 2.851
H 2.342 -0.454 0.781
H 1.327 -1.649 1.071
*
```



ORCA calculation (the ωB97M-V functional and the def2-TZVPD basis) on 8 unconnected molecules or ions with the total composition C3H22NO8S2.

The calculation puts the HOMO energy at -0.3955 Eh. The frontier orbital gap comes out at 8.2 eV.

Structure (ORCA input):
```
! wB97M-V def2-TZVPD RIJCOSX def2/J DEFGRID3
* xyz 1 1
N -0.542 -0.723 -1.128
C -0.377 -1.890 -0.218
C -1.097 -3.091 -0.843
O -1.564 -2.978 -1.950
C -0.941 -1.723 1.205
S 0.429 -1.615 2.417
S -0.083 0.075 3.465
H 0.329 -0.153 -1.094
H -0.708 -0.975 -2.100
H -1.361 -0.289 -0.695
H 0.653 -2.223 -0.248
H -1.178 -4.057 -0.322
H -1.504 -0.804 1.323
H -1.523 -2.624 1.393
H 1.155 0.541 3.625
H 2.795 4.422 -0.466
H 2.401 4.427 -1.977
O 2.163 4.087 -1.111
H -3.829 -0.639 -0.853
H -3.447 -1.373 0.368
O -3.256 -0.538 -0.077
H 2.343 -2.374 -2.012
H 2.682 -1.541 -0.785
O 2.112 -1.547 -1.567
H 0.650 3.142 -4.527
H 2.023 2.551 -4.507
O 1.213 2.577 -3.978
H 1.344 2.336 -1.156
H 1.895 1.120 -1.775
O 1.232 1.370 -1.120
H -1.426 2.166 -2.253
H -0.353 1.757 -3.217
O -0.945 1.379 -2.544
H 0.241 3.585 3.531
H 0.054 2.736 2.247
O 0.344 2.702 3.163
*
```



Number 1: energy -3623.2181 Ha. Number 2: energy -785.8052 Ha. Number 3: energy -383.4794 Ha. Number 4: energy -1220.3183 Ha. Number 5: energy -94.9585 Ha. Number 6: energy -377.4613 Ha. Number 7: energy -1580.3026 Ha.